No. 1
Here is a cluster of 2 separate species, C3H13N2O in total from OMol25. Energies are from ωB97M-V/def2-TZVPD.

```
19
Properties=species:S:1:pos:R:3:forces:R:3
C 0.61670 -0.71394 -1.24966 1.362 -1.072 0.330
N -0.30119 -0.56831 -2.34269 -0.342 1.135 0.297
C 0.67968 0.55459 -0.44764 -1.212 0.832 0.389
N -0.75740 0.95774 -0.06638 1.075 -1.562 0.308
C -1.45666 -0.04024 0.82430 0.353 0.380 0.294
H 1.66981 -0.94531 -1.52074 -0.413 0.156 -0.164
H 0.34681 -1.56400 -0.61563 -0.266 0.178 -0.018
H 0.04372 0.14293 -2.97726 -0.172 -0.461 -0.442
H -0.61981 -1.40371 -2.80499 0.238 -0.042 -0.073
H 0.93712 1.41985 -1.06373 0.722 -0.230 0.039
H 1.24228 0.49696 0.48370 0.169 -0.104 -0.260
H -0.69563 1.84084 0.42772 -0.397 0.346 -0.590
H -1.17071 0.93511 -1.00663 -0.624 0.560 0.236
H -0.71443 -0.59423 1.40707 -0.050 -0.056 -0.400
H -2.09297 -0.66823 0.20647 0.024 -0.007 0.229
H -1.99966 0.54159 1.56156 -0.500 -0.123 -0.157
H 1.87551 -0.78808 3.11098 1.102 -0.330 0.395
H 1.28750 0.66293 3.12301 0.419 -0.249 0.325
O 1.10936 -0.26650 2.95055 -1.488 0.647 -0.740
```
Positions in Å, forces in eV/Å.

Properties
Net charge   +1
Gap between HOMO and LUMO   10.8 eV
ΔE to the lowest compared entry with this formula, charge and spin   0.8920 eV
DFT total energy   -8343.0901 eV
Maximum force   1.921 eV/A
Spin multiplicity   1

No. 2
Here is a cluster of 2 separate species, C3H13N2O in total from OMol25. Energies are from ωB97M-V/def2-TZVPD.

```
19
Properties=species:S:1:pos:R:3:forces:R:3
C 0.41549 1.00500 -0.76066 -0.228 -0.140 0.381
C 1.13743 -0.29922 -1.07779 -1.334 -0.232 0.467
C 1.83183 -0.93126 0.14928 0.615 -1.406 -1.120
N 0.92238 -1.35565 1.25315 0.064 1.631 -0.035
N -0.55349 0.78125 0.39158 0.885 0.265 2.132
H 1.15538 1.69943 -0.36373 -0.226 0.366 -0.245
H -0.15775 1.42089 -1.59505 0.404 -0.008 0.127
H 0.34802 -0.96653 -1.44176 0.328 -0.286 -0.146
H 1.83366 -0.11812 -1.89558 0.110 -0.108 0.133
H 2.70035 -0.30537 0.39641 -0.537 -0.028 0.779
H 2.28612 -1.87671 -0.17922 0.163 0.436 -0.349
H 0.67826 -2.33824 1.20318 0.164 0.203 0.069
H 1.31282 -1.12241 2.15875 0.060 -0.416 -0.011
H -0.51118 1.59169 1.02145 0.108 -0.051 -0.291
H -0.13044 -0.04006 1.00161 -0.721 0.218 -0.931
H -1.56951 0.67912 0.28302 -0.057 -0.410 -1.075
H -4.13510 0.64387 0.56066 0.395 0.235 -0.243
H -4.03952 0.64898 -0.94418 0.230 0.107 -0.113
O -3.52473 0.88336 -0.16114 -0.423 -0.376 0.471
```
Positions in Å, forces in eV/Å.

Properties
Net charge   +1
Gap between HOMO and LUMO   11.2 eV
ΔE to the lowest compared entry with this formula, charge and spin   0.4043 eV
DFT total energy   -8343.5779 eV
Maximum force   2.323 eV/A
Spin multiplicity   1

No. 3
Here is a cluster of 2 separate species, C3H13N2O in total from OMol25. Energies are from ωB97M-V/def2-TZVPD.

```
19
Properties=species:S:1:pos:R:3:forces:R:3
C 1.80724 -1.46359 -0.79388 -1.366 0.241 1.025
N 0.97499 -0.93023 -1.82774 2.531 -1.033 -2.068
H 2.85578 -1.61167 -1.13356 -0.007 0.138 -0.290
H 1.37786 -2.39212 -0.41976 0.290 -0.233 -0.246
H 1.83848 -0.74882 0.03935 0.488 0.133 -0.116
H 1.30194 -0.10116 -2.34825 -0.319 0.464 0.640
H 0.66435 -1.60906 -2.54454 -0.651 -0.010 0.482
C -0.77721 1.80885 0.92519 -0.089 -0.181 0.450
O -0.18547 2.34620 2.07275 -0.323 -0.078 -0.201
C -1.09396 0.33093 1.20737 0.593 -0.240 -0.454
N -1.34237 -0.41917 -0.10480 0.500 0.185 -0.500
H -0.11539 1.91099 0.05495 -0.134 -0.022 -0.167
H -1.71570 2.33487 0.74329 0.112 0.179 -0.138
H 0.76772 2.26937 2.00191 0.254 0.179 0.209
H -0.22938 -0.14774 1.66404 -0.146 -0.075 0.240
H -1.98565 0.18479 1.80918 0.020 0.035 0.137
H -0.48102 -0.57349 -0.67453 -0.801 0.469 0.868
H -1.93481 0.17060 -0.69920 -0.452 -0.415 0.048
H -1.72739 -1.35956 0.02823 -0.499 0.265 0.082
```
Positions in Å, forces in eV/Å.

Properties
Net charge   +2
Gap between HOMO and LUMO (spin up / spin down)   10.2 / 4.0 eV
ΔE to the lowest compared entry with this formula, charge and spin   2.1523 eV
DFT total energy   -8328.7515 eV
Maximum force   3.427 eV/A
Spin multiplicity   2

No. 4
Here is a cluster of 3 separate species, C3H13N2O3 in total from OMol25. Energies are from ωB97M-V/def2-TZVPD.

```
21
Properties=species:S:1:pos:R:3:forces:R:3
C 0.88464 -0.85811 -0.79045 -1.822 0.870 0.183
N -0.56951 -0.70049 -1.17877 -0.070 -0.481 2.102
C -1.26782 0.57208 -0.57849 -0.538 -0.856 -2.459
O -0.99380 0.61348 0.69783 0.784 0.113 0.572
C 1.26203 -2.33018 -0.80547 0.814 -0.595 -0.277
N 2.27255 -2.76461 0.17624 0.945 0.325 -0.481
H 1.35025 -0.21106 -1.53594 0.837 -0.365 0.279
H 0.99744 -0.44362 0.21756 0.371 -0.076 -0.289
H -1.01505 -1.46944 -0.66767 -0.218 0.062 -0.331
H -0.91156 1.32402 -1.31040 0.153 0.449 0.915
H -2.32449 0.35998 -0.76848 -0.146 0.131 -0.212
H 0.45777 -3.07622 -0.66968 -0.375 0.974 -0.284
H 1.68539 -2.49184 -1.80196 -0.162 -0.465 0.109
H 3.16568 -2.79711 -0.30575 0.001 -0.188 0.199
H 2.44799 -2.13059 0.94868 -0.529 0.129 -0.038
H 0.86793 1.42115 2.59251 -0.135 0.098 0.089
H 0.25172 2.77854 2.36340 -0.247 0.259 -0.280
O 0.68522 2.25925 3.03490 0.345 -0.364 0.195
H -3.53806 3.26462 -0.51799 0.124 0.057 0.261
H -2.42805 3.15033 0.52486 0.806 -0.434 0.130
O -3.28028 3.52981 0.37508 -0.937 0.356 -0.383
```
Positions in Å, forces in eV/Å.

Properties
Net charge   0
Gap between HOMO and LUMO (spin up / spin down)   10.5 / 7.3 eV
ΔE to the lowest compared entry with this formula, charge and spin   0.8596 eV
DFT total energy   -12441.0787 eV
Maximum force   2.659 eV/A
Spin multiplicity   2

No. 5
Here is a cluster of 4 separate species, C3H13N2O4S in total from OMol25. Energies are from ωB97M-V/def2-TZVPD.

```
23
Properties=species:S:1:pos:R:3:forces:R:3
N -0.83141 2.04419 1.10080 -0.017 -0.094 -0.087
C -1.50712 0.89239 0.46441 0.365 0.454 0.552
C -1.33192 0.87307 -1.06313 0.973 -1.016 1.243
S 0.46205 0.76402 -1.47520 -0.015 0.243 -0.065
C -1.17731 -0.47843 1.05325 -0.281 -0.082 -0.733
N -0.08025 -0.69669 1.82695 -0.496 -0.146 0.130
O -1.97230 -1.37939 0.82166 -0.189 -0.021 0.334
H -1.53289 2.76253 1.21850 0.063 0.117 0.216
H -0.15602 2.43408 0.44902 0.019 -0.146 -0.413
H -2.55059 0.99205 0.77263 -0.262 -0.069 -0.390
H -1.73328 -0.09275 -1.36156 -0.726 0.434 -0.484
H -1.80805 1.76700 -1.43922 -0.251 0.001 -0.571
H 0.78743 -0.31559 1.48254 0.110 0.097 0.268
H -0.11100 -1.66534 2.12254 0.618 0.098 -0.150
H 1.15456 1.86267 1.55056 0.039 -0.032 0.338
H 2.35498 1.18172 0.95311 -0.051 0.298 -0.056
O 2.09607 1.69631 1.72864 0.090 -0.192 -0.118
H 0.05239 -2.74304 -1.45893 -0.102 -0.031 0.002
H -0.53193 -1.77126 -2.42522 0.147 0.057 -0.051
O -0.43271 -2.72558 -2.29286 0.089 0.094 0.070
H 2.99695 -0.63879 -0.21485 -0.196 -0.041 0.097
H 2.81407 -1.75193 -1.18129 -0.199 -0.117 0.067
O 3.01850 -1.60263 -0.25025 0.272 0.096 -0.202
```
Positions in Å, forces in eV/Å.

Properties
Net charge   -1
Gap between HOMO and LUMO   7.2 eV
ΔE to the lowest compared entry with this formula, charge and spin   0.8271 eV
DFT total energy   -25329.6382 eV
Maximum force   1.877 eV/A
Spin multiplicity   1

No. 6
Here is a cluster of 2 separate species, C3H13N2OS in total from OMol25. Energies are from ωB97M-V/def2-TZVPD.

```
20
Properties=species:S:1:pos:R:3:forces:R:3
N -0.99753 -0.67464 -0.22053 -0.722 -0.034 -1.353
C -0.09486 0.33439 0.37503 0.522 0.882 0.549
C 0.17393 1.46736 -0.60776 -0.656 0.388 0.692
S 1.13682 0.93574 -2.06338 -0.561 0.372 0.032
C -0.72451 0.85890 1.70250 0.598 -0.352 -0.826
N -1.39764 -0.25584 2.36890 -0.323 0.758 0.493
H -0.53306 -1.44458 -0.70452 0.367 -0.111 0.310
H -1.66931 -1.06437 0.44876 0.387 -0.028 0.784
H -1.57107 -0.20752 -0.93041 0.104 -0.047 -0.010
H 0.88917 -0.08819 0.59543 -0.446 -0.636 0.034
H -0.76800 1.95250 -0.88308 -0.040 -0.298 -0.388
H 0.60956 2.25616 0.01609 0.698 -0.111 -0.471
H 0.21679 1.33449 -2.97663 0.385 -0.143 0.243
H -1.40806 1.68779 1.48493 -0.133 -0.316 0.038
H 0.10528 1.28732 2.26449 -0.047 0.036 0.160
H -2.15186 0.14910 2.91070 -0.304 -0.232 -0.033
H -0.79984 -0.65701 3.08054 0.223 -0.233 -0.141
H 0.71140 -3.63183 1.00862 0.088 -0.133 -0.010
H 1.67695 -2.99097 -0.01293 0.050 -0.186 0.077
O 0.81841 -2.88889 0.40929 -0.189 0.425 -0.180
```
Positions in Å, forces in eV/Å.

Properties
Net charge   +1
Gap between HOMO and LUMO   10.2 eV
ΔE to the lowest compared entry with this formula, charge and spin   0.1697 eV
DFT total energy   -19178.7960 eV
Maximum force   1.534 eV/A
Spin multiplicity   1